(w)
A 2-piece molecular cluster, C3H6N2S overall, computed with the ωB97M-V functional and the def2-TZVPD basis.

Last column: natural (NBO) charge in e.
Positions of all 12 atoms, in Å:
C (-1.73775, 2.36794, -1.45230)  0.10
C (0.44857, -1.48472, 0.43842)  -0.71
C (0.17691, -0.22419, -0.23714)  0.22
N (-1.91506, 1.99714, -2.52263)  -0.38
N (-0.14467, 0.88826, 0.20128)  -0.71
S (0.22212, -0.46341, -2.02017)  -0.03
H (1.52251, -1.38072, 0.67908)  0.25
H (0.40402, -2.43717, -0.22424)  0.25
H (-0.07465, -1.63681, 1.37674)  0.24
H (-0.40822, 0.96521, 1.17157)  0.35
H (-1.56402, 2.33848, -0.33635)  0.27
H (-0.44551, 0.56108, -2.44657)  0.16

Kohn-Sham gap: 10.24 eV
SMILES string: [H]/N=C(\C)S.C#N
Net charge: 0



(x)
A single C3H6N2S molecule, computed with the ωB97M-V functional and the def2-TZVPD basis.

Last column: natural (NBO) charge in e.
Positions of all 12 atoms, in Å:
C (-0.73498, 0.01224, -0.57349)  -0.46
C (0.63672, -0.44370, -1.11528)  -0.30
C (-0.48820, 0.29802, 0.88466)  -0.23
N (0.95240, 0.16911, 0.95573)  -0.15
N (1.68111, -0.20896, -0.05880)  -0.01
S (-1.59832, 1.82484, 1.64214)  -0.51
H (-1.18136, 0.85440, -1.04113)  0.25
H (-1.29839, -0.91686, -0.86214)  0.23
H (0.53823, -1.53969, -1.15439)  0.23
H (0.88025, 0.06403, -2.04331)  0.24
H (-0.96716, -0.38581, 1.66204)  0.30
H (1.57971, 0.27238, 1.70397)  0.43

Kohn-Sham gap: 5.46 eV
Net charge: 0



Relative to the most stable structure, the computed energies are (w) 0.0; (x) 234.0, all in kJ/mol.



(w)
C2H5N3O2 as an isolated structure, computed with the ωB97M-V functional and the def2-TZVPD basis.

Last column: natural (NBO) charge in e.
Positions of all 12 atoms, in Å:
C (0.67404, 1.84336, -0.71077)  -0.41
N (0.38555, 0.51560, -0.19560)  -0.65
C (-0.80529, 0.17806, 0.05078)  0.81
N (-0.66285, -1.57068, 0.62212)  -0.66
N (0.89500, -1.74894, 0.89808)  0.37
O (1.38595, -2.50795, 0.16749)  -0.21
O (-1.93284, 0.52898, 0.25810)  -0.62
H (-1.19776, -1.56514, 1.48688)  0.40
H (-1.02742, -2.27546, -0.01998)  0.39
H (0.24799, 2.63775, -0.08981)  0.19
H (0.28253, 1.98511, -1.72342)  0.19
H (1.75510, 1.97932, -0.74386)  0.20

Kohn-Sham gap: 8.40 eV
Net charge: 0



(x)
A single C2H5N3O2 molecule, computed with the ωB97M-V functional and the def2-TZVPD basis.

Last column: natural (NBO) charge in e.
Positions of all 12 atoms, in Å:
C (1.08931, -0.12692, 0.10306)  0.87
C (-1.83990, -0.06428, 0.14398)  0.25
H (1.93604, 1.43034, -0.87669)  0.41
H (2.72774, 0.92684, 0.57832)  0.41
H (-0.72146, -1.70912, -0.20380)  0.38
H (-2.67150, -0.68055, 0.50604)  0.16
H (-2.46295, 1.53357, 0.88938)  0.35
N (2.11238, 0.70936, -0.19399)  -0.83
N (-0.96900, -0.82257, -0.64251)  -0.32
N (-1.68360, 1.17242, 0.34062)  -0.68
O (0.97984, -0.82444, 1.08564)  -0.64
O (0.20481, -0.14660, -0.94868)  -0.37

Kohn-Sham gap: 10.92 eV
SMILES string: [H]/N=C/NOC(N)=O
Net charge: 0



(y)
A single C2H5N3O2 molecule, computed with the ωB97M-V functional and the def2-TZVPD basis.

Last column: natural (NBO) charge in e.
Positions of all 12 atoms, in Å:
C (0.87797, 0.51451, -0.09656)  0.39
C (-0.19532, -0.65072, -0.17990)  0.56
H (3.03228, 0.25822, 0.65922)  0.41
H (1.85009, -1.09513, 0.76401)  0.43
H (1.34713, 2.33625, -0.39226)  0.36
H (-2.09433, -1.35016, -0.26557)  0.42
H (-1.23129, 1.34599, 0.19718)  0.50
N (2.08542, -0.17515, 0.27376)  -0.85
N (0.58293, 1.72812, -0.33560)  -0.72
N (-1.54369, -0.47957, -0.06508)  -0.33
O (0.20126, -1.82959, -0.16388)  -0.63
O (-2.06030, 0.80562, 0.36196)  -0.54

Kohn-Sham gap: 9.79 eV
SMILES string: [H]/N=C(\N)C(=O)NO
Net charge: 0



(z)
A single C2H5N3O2 molecule, computed with the ωB97M-V functional and the def2-TZVPD basis.

Last column: natural (NBO) charge in e.
Positions of all 12 atoms, in Å:
C (0.09325, 0.48306, -0.32882)  0.21
C (-0.81592, -0.67421, -0.16685)  0.73
H (3.00160, -0.51627, -0.00085)  0.38
H (1.39049, -1.48449, 0.32963)  0.40
H (-1.18758, 1.60399, 0.69574)  0.36
H (0.09612, 2.42274, 0.21878)  0.37
H (-2.72163, -1.15215, -0.11838)  0.50
N (2.03842, -0.75460, -0.21430)  -0.66
N (1.30067, 0.41927, -0.10182)  -0.23
N (-0.55523, 1.75237, -0.11259)  -0.80
O (-2.12345, -0.34031, -0.21450)  -0.69
O (-0.51671, -1.75941, 0.01397)  -0.57

Kohn-Sham gap: 9.34 eV
SMILES string: N/N=C(/N)C(=O)O
Net charge: 0



Relative to the most stable structure, the computed energies are (w) 282.8; (x) 0.0; (y) 152.3; (z) 68.3, all in kJ/mol.



(w)
A 2-piece molecular cluster, C4H8N2O2 overall, computed with the ωB97M-V functional and the def2-TZVPD basis.

Last column: natural (NBO) charge in e.
Positions of all 16 atoms, in Å:
C (0.39689, -1.73545, -0.25545)  -0.45
C (1.31629, -0.80166, -0.05329)  -0.11
C (2.09752, 0.20266, 0.08298)  0.50
C (-1.82515, 0.88397, 0.47029)  0.32
N (-0.99964, 1.27580, -0.36437)  -0.74
N (-2.45970, -0.39440, 0.38514)  -0.84
O (1.87665, 1.40390, -0.64177)  -0.74
O (3.27325, 0.28468, 0.70873)  -0.67
H (0.34556, -2.38624, -1.10748)  0.21
H (-0.35949, -1.78873, 0.53132)  0.21
H (-2.00377, 1.34046, 1.39154)  0.17
H (-0.81871, 0.59720, -1.14623)  0.35
H (0.87128, 1.51236, -0.64467)  0.52
H (3.82120, 0.85607, 0.15458)  0.49
H (-2.29899, -0.68929, -0.51686)  0.38
H (-3.23320, -0.56132, 1.00555)  0.40

Kohn-Sham gap: 9.25 eV
SMILES string: C=C=C(O)O.[H]/N=C\N
Net charge: 0



(x)
A 2-piece molecular cluster, C4H8N2O2 overall, computed with the ωB97M-V functional and the def2-TZVPD basis.

Last column: natural (NBO) charge in e.
Positions of all 16 atoms, in Å:
C (0.35447, -0.72762, 2.74295)  -0.23
C (1.41219, -1.19363, 2.57410)  -0.24
C (-0.86301, -0.65660, -0.63816)  0.85
C (0.94249, 0.75552, -1.38023)  -0.44
N (-1.09987, 1.74531, -0.49549)  -0.62
N (-0.34593, 0.57424, -0.67097)  -0.30
O (-1.99061, -0.90401, -0.27864)  -0.68
O (0.01086, -1.58512, -0.99377)  -0.69
H (-0.47683, -0.07415, 2.87293)  0.23
H (2.36783, -1.65670, 2.70768)  0.23
H (1.44063, -0.18571, -1.65965)  0.24
H (0.69440, 1.28107, -2.35126)  0.19
H (1.56814, 1.59587, -0.95506)  0.21
H (-1.25834, 1.90223, 0.42369)  0.35
H (-2.10588, 1.53449, -0.81121)  0.36
H (-0.65054, -2.40519, -1.08691)  0.51

Kohn-Sham gap: 10.22 eV
SMILES string: CN(N)C(=O)O.C#C
Net charge: 0



(y)
A single C4H8N2O2 molecule, computed with the ωB97M-V functional and the def2-TZVPD basis.

Last column: natural (NBO) charge in e.
Positions of all 16 atoms, in Å:
C (-1.38216, 1.40500, -0.76478)  -0.41
N (-0.24682, 0.61137, -0.37857)  -0.62
C (1.74873, 0.04655, -0.40023)  0.95
C (-0.38975, -0.28192, 0.57478)  0.35
N (1.04464, -0.68797, 0.85880)  -0.62
C (-1.36958, -1.01912, 1.14823)  -0.70
O (1.79006, -0.88101, -1.37427)  -0.70
O (2.50406, 0.96341, -0.26452)  -0.60
H (2.31955, -0.50990, -2.09631)  0.51
H (1.44374, -0.22852, 1.67586)  0.43
H (1.17751, -1.69969, 0.84430)  0.43
H (-1.07964, 2.13320, -1.51918)  0.20
H (-1.81596, 1.95789, 0.08157)  0.18
H (-2.18350, 0.77884, -1.18686)  0.18
H (-1.15805, -1.79201, 1.87321)  0.20
H (-2.40283, -0.79611, 0.92796)  0.22

Kohn-Sham gap: 7.57 eV
Net charge: 0



(z)
A single C4H8N2O2 molecule, computed with the ωB97M-V functional and the def2-TZVPD basis.

Last column: natural (NBO) charge in e.
Positions of all 16 atoms, in Å:
C (1.02125, -1.03644, -1.27358)  0.54
N (0.23409, -1.02535, -0.15784)  -0.43
C (-1.12179, -1.55907, -0.27197)  -0.43
C (0.53337, -0.01029, 0.85596)  -0.32
C (-0.55868, 1.04789, 0.87893)  0.66
N (-0.32123, 2.15005, 0.11681)  -0.82
O (-1.59462, 0.90952, 1.50073)  -0.61
O (1.97264, -0.30935, -1.46479)  -0.62
H (0.72151, -1.81385, -1.99434)  0.12
H (-1.05573, -2.62101, -0.52152)  0.21
H (-1.58846, -1.53779, 0.71087)  0.24
H (-1.72357, -1.01191, -0.99587)  0.20
H (1.48574, 0.43260, 0.58566)  0.24
H (0.59827, -0.49215, 1.83042)  0.22
H (0.57186, 2.39529, -0.26928)  0.41
H (-1.11575, 2.76206, -0.00080)  0.40

Kohn-Sham gap: 10.32 eV
SMILES string: CN(C=O)CC(N)=O
Net charge: 0



Relative to the most stable structure, the computed energies are (w) 330.0; (x) 376.2; (y) 284.6; (z) 0.0, all in kJ/mol.



(w)
A 9-piece molecular cluster, C18H54O9 overall, computed with the ωB97M-V functional and the def2-TZVPD basis.

Last column: Löwdin charge in e.
Positions of all 81 atoms, in Å:
C (-4.85683, 2.62098, 6.13419)  -0.11
C (-4.52116, 4.01730, 5.82625)  -0.35
O (-3.14252, 4.21087, 5.52339)  -0.08
H (-5.93770, 2.48033, 6.12607)  0.08
H (-4.29510, 2.28704, 7.00656)  0.08
H (-4.45542, 1.95039, 5.37441)  0.07
H (-4.81524, 4.54295, 6.73472)  0.11
H (-5.05534, 4.41025, 4.96117)  0.11
H (-2.89299, 5.10076, 5.26371)  0.08
C (-19.13245, 5.87388, -1.60307)  -0.12
C (-19.25416, 7.03871, -0.69769)  -0.35
O (-20.59505, 7.11787, -0.29095)  -0.07
H (-19.79076, 5.96262, -2.46728)  0.08
H (-19.30652, 4.93577, -1.07605)  0.07
H (-18.08978, 5.76211, -1.90053)  0.07
H (-18.80394, 7.89003, -1.20823)  0.12
H (-18.62203, 6.83611, 0.16687)  0.11
H (-20.75306, 6.51517, 0.43939)  0.09
C (-9.27804, -3.28762, 3.76652)  -0.10
C (-10.69470, -2.80476, 4.14963)  -0.31
O (-11.11840, -3.41887, 5.35858)  -0.08
H (-8.87636, -2.82874, 2.86309)  0.07
H (-9.19385, -4.36504, 3.62443)  0.07
H (-8.54969, -2.98740, 4.51983)  0.07
H (-11.31937, -2.95980, 3.26994)  0.10
H (-10.66399, -1.72714, 4.31060)  0.11
H (-11.04878, -4.37628, 5.34846)  0.08
C (-9.78961, 2.99593, -1.26064)  -0.08
C (-11.08354, 2.15491, -1.15078)  -0.30
O (-12.28238, 2.95294, -1.18854)  -0.10
H (-9.77326, 3.66036, -2.12456)  0.07
H (-9.02664, 2.23288, -1.41469)  0.07
H (-9.47727, 3.47589, -0.33318)  0.07
H (-11.07480, 1.58163, -0.22375)  0.10
H (-11.09793, 1.50166, -2.02322)  0.10
H (-13.08937, 2.45365, -1.33374)  0.07
C (-8.95961, -4.93443, -5.07823)  -0.08
C (-7.75979, -4.20650, -4.35676)  -0.28
O (-6.65734, -5.17005, -4.24317)  -0.10
H (-9.19051, -5.81421, -4.47758)  0.06
H (-8.59655, -5.40808, -5.99033)  0.07
H (-9.75840, -4.20392, -5.20625)  0.07
H (-8.07964, -3.77501, -3.40828)  0.10
H (-7.42508, -3.38657, -4.99221)  0.09
H (-6.21725, -4.92981, -3.42451)  0.07
C (-6.69494, 10.26176, 0.60551)  -0.09
C (-6.19156, 11.38407, 1.57217)  -0.28
O (-5.48038, 12.27818, 0.67843)  -0.11
H (-5.86817, 9.78966, 0.07480)  0.08
H (-7.43284, 10.72827, -0.04716)  0.06
H (-7.26420, 9.54176, 1.19342)  0.06
H (-5.49627, 10.89219, 2.25242)  0.10
H (-6.88949, 11.97899, 2.16129)  0.11
H (-6.13504, 12.94816, 0.46832)  0.07
C (-14.96510, -0.23129, -8.00527)  -0.10
C (-15.87393, 0.95511, -8.15508)  -0.33
O (-16.12446, 1.18996, -9.54555)  -0.09
H (-14.76314, -0.43116, -6.95295)  0.07
H (-13.95571, 0.03543, -8.31845)  0.07
H (-15.33046, -1.14606, -8.47197)  0.08
H (-15.31752, 1.82854, -7.81505)  0.11
H (-16.80000, 0.85018, -7.58984)  0.11
H (-16.78970, 1.87695, -9.62984)  0.08
C (-8.05576, 3.64619, -9.25577)  -0.08
C (-8.44118, 3.33826, -10.71075)  -0.33
O (-7.36124, 2.74264, -11.39395)  -0.09
H (-7.95283, 2.67693, -8.76788)  0.06
H (-8.81665, 4.01363, -8.56719)  0.06
H (-7.16208, 4.26701, -9.19233)  0.08
H (-8.59716, 4.25889, -11.27307)  0.10
H (-9.32023, 2.72404, -10.90598)  0.11
H (-7.51227, 1.80970, -11.56255)  0.08
C (-18.55047, -5.74254, -1.71374)  -0.09
C (-17.61994, -4.84472, -0.82818)  -0.27
O (-17.89096, -3.44154, -1.09030)  -0.10
H (-19.38989, -5.25980, -2.21417)  0.07
H (-18.86247, -6.59372, -1.10857)  0.06
H (-18.11214, -6.22347, -2.58820)  0.06
H (-16.57764, -5.08723, -1.03532)  0.10
H (-17.77299, -5.01737, 0.23712)  0.10
H (-18.70315, -3.20885, -0.63446)  0.07

Kohn-Sham gap: 10.54 eV
SMILES string: CCO.CCO.CCO.CCO.CCO.CCO.CCO.CCO.CCO
Net charge: 0



(x)
A 9-piece molecular cluster, C18H54O9 overall, computed with the ωB97M-V functional and the def2-TZVPD basis.

Last column: Löwdin charge in e.
Positions of all 81 atoms, in Å:
C (5.59899, -2.68311, -7.51905)  -0.10
C (5.05176, -1.60695, -6.61768)  -0.30
O (5.48118, -2.03572, -5.32518)  -0.10
H (5.21322, -2.61507, -8.53624)  0.07
H (5.33430, -3.66904, -7.13699)  0.07
H (6.68666, -2.65257, -7.58317)  0.08
H (3.97209, -1.46044, -6.58701)  0.11
H (5.58587, -0.68042, -6.82825)  0.11
H (5.12586, -2.90962, -5.14728)  0.07
C (1.53706, 6.11950, -17.90211)  -0.09
C (1.65190, 4.67068, -17.55086)  -0.38
O (2.05008, 4.60802, -16.23495)  -0.06
H (2.50564, 6.56525, -17.67567)  0.08
H (0.79705, 6.66105, -17.31286)  0.08
H (1.33601, 6.24027, -18.96657)  0.07
H (2.37057, 4.10795, -18.14663)  0.11
H (0.68639, 4.18578, -17.69501)  0.11
H (1.55736, 3.87555, -15.85768)  0.09
C (6.70287, -8.39932, -15.04325)  -0.11
C (5.56292, -9.16166, -14.51134)  -0.33
O (6.15426, -10.20783, -13.74020)  -0.09
H (7.49194, -9.07819, -15.36666)  0.08
H (7.10603, -7.63763, -14.37586)  0.08
H (6.44641, -7.90913, -15.98241)  0.07
H (4.97791, -9.68529, -15.26744)  0.11
H (4.84682, -8.56971, -13.94135)  0.11
H (6.63334, -9.80689, -13.01127)  0.08
C (-4.15238, -1.75376, -18.04513)  -0.08
C (-4.87671, -2.44893, -16.86793)  -0.31
O (-4.75395, -1.70592, -15.64582)  -0.09
H (-4.45937, -0.71912, -18.19804)  0.07
H (-4.07850, -2.31943, -18.97392)  0.07
H (-3.10074, -1.67682, -17.76902)  0.06
H (-4.43179, -3.41871, -16.64507)  0.10
H (-5.92217, -2.69536, -17.05342)  0.10
H (-4.99796, -2.33849, -14.96618)  0.07
C (-5.28630, 3.21260, -9.14790)  -0.10
C (-4.00866, 3.43508, -8.36171)  -0.32
O (-4.46823, 4.01879, -7.14061)  -0.09
H (-5.99174, 2.63145, -8.55402)  0.08
H (-5.21367, 2.71090, -10.11286)  0.07
H (-5.75495, 4.16306, -9.40306)  0.07
H (-3.25076, 4.02325, -8.87915)  0.11
H (-3.56241, 2.46648, -8.13640)  0.10
H (-3.70437, 4.21387, -6.59283)  0.08
C (10.68568, 0.53592, -14.09216)  -0.08
C (10.36229, 0.78716, -15.59382)  -0.33
O (11.22139, -0.01159, -16.37255)  -0.08
H (10.13474, 1.24503, -13.47432)  0.07
H (11.76276, 0.54810, -13.92530)  0.07
H (10.38243, -0.47997, -13.83892)  0.07
H (10.54408, 1.84240, -15.79762)  0.10
H (9.30337, 0.65441, -15.81554)  0.11
H (10.80047, -0.12901, -17.22733)  0.08
C (-1.94176, -4.65003, -6.76375)  -0.09
C (-2.52941, -6.07436, -6.89514)  -0.31
O (-2.34619, -6.58081, -8.22754)  -0.09
H (-2.46830, -4.03274, -7.49162)  0.07
H (-0.87921, -4.60545, -7.00273)  0.07
H (-2.11496, -4.20339, -5.78466)  0.07
H (-3.60385, -6.04370, -6.71423)  0.10
H (-2.10530, -6.67371, -6.08953)  0.10
H (-2.62522, -7.49621, -8.30356)  0.08
C (2.81495, -1.44346, -13.91475)  -0.08
C (1.32615, -1.58909, -13.59254)  -0.37
O (0.63311, -0.42759, -13.69229)  -0.07
H (3.38426, -2.36483, -13.79212)  0.07
H (3.29150, -0.78088, -13.19224)  0.07
H (2.97387, -1.02337, -14.90791)  0.07
H (1.08745, -1.95612, -12.59433)  0.11
H (0.87790, -2.22902, -14.35257)  0.11
H (-0.29979, -0.60422, -13.83409)  0.09
C (2.58424, -4.08469, -21.14956)  -0.10
C (2.03365, -3.17735, -22.18502)  -0.35
O (0.89644, -3.80376, -22.75888)  -0.08
H (3.03359, -4.94754, -21.64117)  0.08
H (1.80545, -4.47324, -20.49335)  0.08
H (3.26308, -3.54098, -20.49257)  0.08
H (2.82217, -3.12316, -22.93563)  0.11
H (1.76403, -2.16894, -21.87118)  0.11
H (0.46102, -3.17546, -23.33961)  0.08

Kohn-Sham gap: 10.52 eV
SMILES string: CCO.CCO.CCO.CCO.CCO.CCO.CCO.CCO.CCO
Net charge: 0



Relative to the most stable structure, the computed energies are (w) 66.7; (x) 0.0, all in kJ/mol.